No. 1
DFT (ωB97M-V/def2-TZVPD) results for a molecular structure, C47H43N3O6SZr.

For the orbital gap, the calculation gives 7.0 eV. The spin multiplicity is 1. The value obtained for the HOMO energy is -7.7 eV. The calculation puts the LUMO energy at -0.63 eV. Its net charge is 0.

```
101
C47H43N3O6SZr ωB97M-V/def2-TZVPD
H -1.3541 0.1640 -4.9583
N 4.4246 1.5596 -0.8556
H -4.7737 1.6924 0.2712
C -0.0277 1.2196 5.2338
O 2.2495 -1.3769 -2.3753
H -3.4945 0.9430 -4.0378
H -1.0012 -2.7404 -2.3585
H -3.3008 2.2608 -0.5326
C 4.8094 -4.3846 -1.1338
C -2.1777 -2.3291 -0.6245
H -0.1133 -0.6685 -3.9665
C 0.6078 0.6749 2.9732
H 5.5152 -0.5069 -0.3322
C 0.9325 -0.9226 4.7499
C 4.5169 -0.6804 -0.7336
C -0.7178 0.9239 0.8496
C -2.9518 1.2804 1.3348
C 1.6220 -4.0804 1.2562
C -3.2388 1.9176 -3.6485
H 4.1971 4.0046 2.0063
C 1.0405 -0.5721 3.4099
H 5.7885 -2.8595 0.0109
C -1.0518 -0.1145 -3.9493
H -1.8070 -2.7668 2.4008
C -3.3944 -2.5750 0.0059
H -0.6281 -4.4125 3.7561
O 1.5052 0.0891 0.8275
C 2.5444 4.8930 0.9593
C -3.5023 1.1123 2.7353
O -2.7855 0.0184 0.7063
C -1.9587 -2.8886 -1.8772
N 4.4622 3.6608 -1.7050
H 2.1618 -3.8253 -3.1952
C -0.1743 -4.0585 2.8395
C -4.3752 -3.3327 -0.6151
C 0.6760 1.0427 1.4949
C 3.1185 -2.3323 -2.0109
C -0.9544 1.0866 -3.0809
H -4.9214 -4.4635 -2.3591
N 3.7841 0.3329 -0.9957
C 2.9616 -3.6304 -2.4944
C -1.0154 -1.5857 0.0426
C 1.2879 2.4219 1.2835
C 2.5743 2.6352 1.7793
C 3.7949 -4.6421 -2.0542
C 0.0815 1.5714 3.8985
H 1.5955 -5.2610 3.0500
Zr 1.4696 0.0365 -1.1556
H -0.2420 2.5506 3.5690
C -2.9395 -3.6486 -2.5007
H -2.3382 5.3986 -2.2269
C -1.9648 2.1678 -3.1454
C -2.5877 4.4213 -2.6159
C -3.7955 2.1465 0.4314
H -0.6646 1.1301 -0.2262
H -4.4946 0.6617 2.6977
C -3.8648 4.1666 -3.0998
H -5.1948 2.7276 -3.9777
H 1.4603 -1.2700 2.7008
H -0.3549 3.3194 0.2276
H 3.6492 -5.6470 -2.4284
H 5.4578 -5.1785 -0.7919
C 0.9420 -3.1421 0.4878
H -3.9351 3.1317 0.8757
C -1.4545 -0.4129 0.9880
O -0.1869 -1.0829 -0.9667
C 0.6457 3.4545 0.6129
H -0.6321 3.5891 -2.2530
H -1.3802 -0.7469 2.0273
H -2.8389 0.4732 3.3174
C -0.2745 -2.6297 0.8904
O -0.0521 1.2169 -2.2508
H 2.5798 -4.4469 0.9112
C 4.9864 -3.0922 -0.6795
H 5.3574 3.7648 -1.2589
H -3.5752 2.0740 3.2425
H -5.3165 -3.4997 -0.1073
H 3.0325 5.8502 0.8323
C 1.2756 4.6862 0.4504
H 4.2385 4.2736 -2.4679
H 0.7626 5.4805 -0.0763
C 4.1527 -2.0522 -1.1009
H 3.0891 1.8250 2.2807
H 1.3776 -2.8383 -0.4527
H -0.4387 1.9263 5.9433
H -2.7428 -4.0793 -3.4747
C 0.3944 -0.0314 5.6653
O -1.6295 1.8367 1.4344
S 2.5811 2.0900 -2.7842
H -4.6114 4.9498 -3.0801
H 1.2705 -1.8983 5.0743
H -3.5976 -2.1586 0.9815
C -4.1965 2.9202 -3.6119
C 3.9168 2.4121 -1.7054
C 1.0705 -4.5343 2.4437
C -0.8391 -3.1206 2.0681
C -4.1565 -3.8703 -1.8760
C -1.6333 3.4183 -2.6271
H 0.3122 -0.3031 6.7093
C 3.1962 3.8587 1.6224
H -1.8182 -0.7695 -3.5244
```

No. 2
DFT (ωB97M-V/def2-TZVPD) results for a molecular structure, C47H43N7O9PReS2.

For the orbital gap (alpha / beta), the calculation gives 6.3 / 6.7 eV. The spin multiplicity is 2. The value obtained for the HOMO energy (alpha / beta) is -11.2 / -11.2 eV. The calculation puts the LUMO energy (alpha / beta) at -4.81 / -4.48 eV. Its net charge is +1. As for the expectation value of S²: 0.76.

```
110
C47H43N7O9PReS2 ωB97M-V/def2-TZVPD
C -1.2731 2.2777 2.4103
H -1.9176 3.7523 -0.0951
C -0.0121 2.7332 4.4167
H 4.8079 0.8340 1.7103
H -3.6895 1.6662 2.7039
C 6.4881 -2.4649 1.9860
C -3.7004 0.5865 2.7088
O 1.0408 1.0875 -2.8582
C 3.8933 -0.9356 -4.4349
C 6.5702 -3.7970 1.5094
O -0.8201 -0.1890 -3.8546
C 1.3214 -1.9284 -4.8473
N 5.3959 -4.4149 1.8257
O -1.9054 -3.6849 1.8426
C 2.4988 4.8634 0.3370
O -0.1092 -0.7557 -1.6525
H -5.6854 1.0256 -1.7099
C -4.7345 2.9425 -1.7568
C 2.3436 -2.2544 -5.7280
C 2.8671 -0.6106 -3.5696
C 8.6618 -2.0403 1.2078
H 9.6955 -3.6891 0.3160
H -5.4888 -1.9761 3.9612
C 4.0577 0.4524 1.0190
H 0.3054 -2.2517 -5.0137
H 7.8029 -5.2809 0.5631
C 4.6418 -1.3747 3.3461
H 4.5443 -0.1622 0.2504
H -0.3364 4.6474 5.3257
C 7.7326 -4.2595 0.8954
C 0.5130 -3.9167 -0.7752
C -0.6073 3.9807 4.5210
C -2.8877 1.8332 0.0062
C -0.3342 1.8935 3.3661
H 2.1678 -2.2036 4.2054
C -3.6799 3.7080 -1.2854
P -1.6294 1.0609 1.0772
H -4.0293 0.0287 -0.2009
C 0.0676 -3.4071 0.6093
C -0.0510 2.8873 -1.6266
H -2.6813 3.8136 1.8679
C -1.5637 4.3563 3.5946
C -2.7402 -1.5010 1.9982
H 4.8821 -0.5520 -4.2391
H 0.9839 -3.2357 1.1865
C -3.9407 1.0671 -0.4829
C -2.7109 -0.1023 1.9985
C -0.8353 -4.4483 1.3169
O 2.2725 -0.1804 -1.0360
H 1.7171 -2.1698 -1.2121
H -3.5519 4.7266 -1.6167
H 7.4594 -0.5401 2.1646
C 1.5964 -1.1097 -3.7669
C -3.7696 -2.1423 2.7054
H -5.4360 3.3691 -2.4560
H 4.3982 -1.9557 -6.2443
C -1.9067 3.5082 2.5533
O 3.3892 1.7140 -2.0555
H 2.6240 -3.5138 -0.5130
C -4.7234 -1.4457 3.4168
H 0.1198 0.9185 3.2752
H 9.5009 -1.3786 1.0634
H -5.4249 0.5130 3.9648
H 1.5170 5.0558 -1.5921
C 3.6163 -1.7387 -5.5338
C 2.6085 4.0222 1.4387
C -4.6886 -0.0611 3.4218
O -0.6493 1.7968 -1.3247
H -2.0500 5.3156 3.6829
H 2.9986 5.8182 0.3179
H 2.0464 2.1163 2.2540
H -1.4915 -4.3067 -1.5214
H 4.4997 -1.7202 4.3782
O -0.3930 3.7021 -2.4480
H -3.8001 -3.2196 2.7013
H 3.6339 1.2780 0.4579
C 3.0242 -0.3128 1.7404
C 1.7006 4.4568 -0.7151
N 1.2285 2.3864 0.3865
H 0.7329 -4.9825 -0.6235
C 2.1754 -1.5630 3.3504
H 5.2956 -0.4979 3.3422
H -1.2477 -5.1826 0.6206
H -0.2391 -4.2599 -2.7602
O 4.5424 -0.3707 -1.7043
C -0.5789 -3.8016 -1.8339
H 0.1217 -1.2641 2.6531
C -1.7408 -2.4105 1.4233
C 1.1738 -1.1052 2.5651
H 3.1897 4.2972 2.3033
N 3.3338 -1.0551 2.8300
C -2.7626 3.1591 -0.4113
Re 0.4697 0.4992 -0.1590
C 7.5296 -1.5629 1.8277
N 1.6998 -0.3400 1.5536
S 0.3003 -0.1486 -2.9660
H 0.7058 2.4179 5.1572
C 8.7706 -3.3675 0.7684
C 1.8207 -3.2519 -1.2010
N 4.6505 -3.6131 2.4444
H 2.1190 -3.5837 -2.1932
H 2.1338 -2.8799 -6.5840
C -4.8683 1.6276 -1.3441
H -0.8139 -2.7593 -2.0243
N -0.7115 -2.1751 0.7085
H -0.3361 -4.9729 2.1337
S 3.2853 0.2771 -2.0514
C 1.9792 2.7947 1.4166
C 1.0665 3.2282 -0.6413
N 5.2561 -2.4113 2.5757
```

No. 3
DFT (ωB97M-V/def2-TZVPD) results for a molecular structure, C47H44F3N5O2TeV.

For the orbital gap (alpha / beta), the calculation gives 4.7 / 4.9 eV. The spin multiplicity is 4. The value obtained for the HOMO energy (alpha / beta) is -0.4 / -0.7 eV. The calculation puts the LUMO energy (alpha / beta) at 4.21 / 4.20 eV. Its net charge is -2. As for the expectation value of S²: 3.78.

```
103
C47H44F3N5O2TeV ωB97M-V/def2-TZVPD
C -4.7574 0.5549 1.4159
H -4.0763 1.5900 -3.9689
C 3.3130 4.8810 1.6548
C 2.9968 3.0411 3.1972
N -1.2836 0.4846 -2.4226
H -1.3440 -8.6258 2.9088
H -0.4566 1.7526 3.4032
H 2.5756 2.0696 3.4133
H -0.7405 2.4999 1.8256
C -3.6144 -0.7437 -0.2799
C -2.8403 -3.9331 1.2926
C -1.7054 -6.1042 1.6514
H -3.9055 -0.1330 -1.1419
C -1.1468 2.8873 -1.3286
H -4.3685 -1.5200 -0.1216
H 3.5551 1.5285 -4.7577
C -2.6167 0.4093 3.6026
H 0.2589 -8.8412 2.1915
C -0.3420 -4.1038 1.5154
N -3.5013 0.0348 0.9306
C 4.4893 -0.0340 -2.9010
H -0.3106 4.3806 -0.0431
C 3.2370 0.2908 -2.3611
C -3.3314 -0.3899 -4.1455
C -2.2952 -2.6371 -4.1364
H -2.8767 -3.5453 0.2742
C -1.3077 -3.4908 -3.6894
V 0.1089 1.3528 -1.0701
Te -0.1542 -2.0297 1.1849
H -0.0023 3.2978 -3.4667
O -1.3898 0.7466 0.4094
H -2.8466 -3.0785 1.9714
C 2.3919 1.2451 -3.0110
C 0.8737 2.6882 -3.5740
C 5.1635 5.6041 4.8462
H -3.9475 3.4769 -3.2379
C -2.3270 -1.2969 -3.7303
H 1.8102 3.1958 -5.5289
H -4.5782 1.3162 2.1702
C -2.0104 5.1586 -1.0602
H -1.7048 0.0050 4.0579
C -3.2981 0.8993 -3.6709
C 3.7723 3.6822 4.1237
H -3.7267 -4.5448 1.4709
H -5.3276 1.0080 0.5936
C 1.2048 2.3880 0.1784
H 0.4245 -3.6939 -2.4463
C -2.2151 2.6524 -2.2337
C -3.0311 4.9112 -1.9713
H 3.9725 3.2390 5.0916
H -1.1831 -8.8483 1.1639
C -1.1005 4.1611 -0.7556
C 1.9205 2.9651 0.9950
C -0.3281 -1.6993 -2.4189
C -3.1359 3.6620 -2.5427
H -1.2996 -4.5248 -4.0128
C 1.7698 2.6745 -4.5939
H 3.1299 5.3332 0.6887
H 5.6052 -2.2725 -0.6468
H -3.1600 0.9865 4.3557
H 2.3508 -3.8951 0.7107
H -1.9323 6.1374 -0.5991
H -2.6528 -1.2087 -0.4881
H 3.4074 -1.7386 0.3640
N 1.2478 1.8074 -2.6020
C 0.7814 -4.9154 1.7104
C 4.3243 4.9436 3.8353
H -1.6392 3.0705 3.2632
C -0.3343 -3.0191 -2.8178
C 2.1502 -4.3174 1.6934
C 2.7307 3.6183 1.9300
C -0.7218 -8.3905 2.0419
H -3.7391 5.6912 -2.2352
C 4.9373 -1.5617 -1.1206
N 2.7250 1.7595 -4.2413
C 4.0873 5.5283 2.5810
H 4.5192 6.4982 2.3656
H -4.1231 -0.7260 -4.8073
C -1.5930 -4.7355 1.4968
O 1.6609 -0.1740 -0.6469
H 2.2172 -3.5049 2.4137
H 6.2869 -1.1766 -2.7631
N -2.2843 1.2558 2.4755
F 5.5713 6.8490 4.5201
C -2.2778 1.3220 -2.8026
F 6.3189 4.9305 5.1434
H 0.4242 -1.3314 -1.7426
F 4.5663 5.7450 6.0687
H 1.5351 -6.8802 2.0659
C -0.5902 -6.9036 1.8590
H 4.8296 0.4400 -3.8153
C 2.8053 -0.3550 -1.1479
C -2.3096 0.6806 1.2053
H 2.9096 -5.0643 1.9198
C 3.7232 -1.2728 -0.5587
C 5.3296 -0.9476 -2.3103
C 0.6479 -6.2793 1.8910
H -3.0693 -2.9932 -4.8115
C -1.2186 2.1961 2.7579
C -1.3151 -0.7980 -2.8541
H -5.3563 -0.2556 1.8473
H -2.6885 -6.5649 1.6149
H -3.2281 -0.4282 3.2813
```

What max |F| values result from the calculations? In sequence: 0.02994; 0.09448; 0.05324 Eh/bohr.
What E_tot values result from the calculations? In sequence: -2877.961671; -4093.054230; -3753.350901 hartree.